Entry 1:
Density functional theory data (wB97M-V/def2-TZVPD) for an isolated ion of composition C5H14NO and charge +1.

As for the SMILES: C[C@H](O)[N+](C)(C)C. The orbital gap is 13.08 eV. The calculation puts the LUMO energy at -2.785 eV. The value obtained for the total energy is -8941.544 eV. The total charge is +1.

Each line ends with the natural charge from an NBO analysis.
Positions of all 21 atoms, in Å:
C -0.7412 1.2810 -1.4390  -0.679
C 0.5397 0.7703 -0.8135  0.310
O 1.4867 0.2944 -1.6468  -0.653
N 0.1368 -0.2694 0.4062  -0.263
C 1.3783 -0.9321 0.8468  -0.444
C -0.4660 0.4507 1.5534  -0.446
C -0.8660 -1.2025 -0.1074  -0.422
H -0.7284 1.9655 -2.2595  0.277
H -1.2533 1.8296 -0.6721  0.233
H -1.3686 0.3563 -1.6706  0.215
H 1.0756 1.6045 -0.2359  0.204
H 1.0821 -0.3976 -2.2267  0.485
H 1.5430 -0.7004 1.8677  0.231
H 1.3700 -2.0777 0.9318  0.252
H 2.2482 -0.5670 0.3010  0.261
H -0.4440 1.5203 1.5107  0.244
H -1.5293 0.2724 1.5989  0.236
H -0.0323 0.2517 2.6230  0.259
H -0.6765 -1.7137 -1.0435  0.236
H -0.9561 -1.9597 0.6863  0.237
H -1.7988 -0.7768 -0.2109  0.227

Forces on atoms 1 to 6 (eV/Å):
-1.1744 -2.3014 0.8663
0.7625 2.9520 1.4307
-0.6545 -1.9151 -0.6482
0.5233 0.9254 -1.2475
1.3222 -2.0737 0.4808
-0.3979 0.4765 2.7815

Entry 2:
Density functional theory data (wB97M-V/def2-TZVPD) for a 2-piece molecular cluster, C5H14NO overall.

The orbital gap is 4.20 eV. The calculation puts the LUMO energy at -7.737 eV. The value obtained for the total energy is -8938.824 eV. The total charge is +1.

Each line ends with the natural charge from an NBO analysis.
Positions of all 21 atoms, in Å:
C 0.5412 -0.0547 1.1804  -0.263
O 1.6827 0.1202 0.2713  -0.628
C -0.5108 0.9004 0.9036  0.414
C -1.0756 1.0346 -0.4987  -0.557
C -2.5649 0.7471 -0.6020  -0.367
C -2.7969 -0.6740 -0.1600  -0.621
N 4.6039 -1.3576 -0.8417  -1.101
H 0.3521 -1.1183 0.9830  0.303
H 0.8757 0.0045 2.2673  0.229
H 1.7857 1.0904 0.0008  0.487
H -0.7349 1.5629 1.7839  0.244
H -0.4925 0.3371 -1.2234  0.279
H -1.1127 2.1698 -0.7871  0.330
H -3.0731 0.8946 -1.5292  0.259
H -2.9242 1.5254 0.0803  0.212
H -3.8562 -0.9523 -0.0283  0.255
H -2.3951 -0.8012 0.8339  0.186
H -2.3468 -1.4799 -0.8442  0.237
H 5.5374 -1.7126 -0.9881  0.385
H 3.9974 -1.8674 -0.2315  0.360
H 4.5074 -0.3692 -0.5706  0.357

Forces on atoms 1 to 6 (eV/Å):
2.8244 -0.6086 1.1797
-0.9238 2.1939 -0.1337
-1.0112 0.4597 -1.9449
2.3847 0.6814 -0.6960
-0.8745 -0.2249 1.7865
-0.6076 -1.6586 -0.1878

Entry 3:
Density functional theory data (wB97M-V/def2-TZVPD) for a 2-piece molecular cluster, C5H14NO overall.

The orbital gap is 7.86 eV. The calculation puts the LUMO energy at -6.049 eV. The value obtained for the total energy is -8940.412 eV. The total charge is +1.

Each line ends with the natural charge from an NBO analysis.
Positions of all 21 atoms, in Å:
C -0.0251 -1.7834 -1.3729  -0.598
C -0.1165 -0.7930 -0.2005  -0.440
C 1.3223 -0.0943 0.0673  -0.411
C 1.2311 1.3830 -0.2966  -0.252
C -0.5270 3.0546 0.4123  0.147
N 0.2385 1.9718 0.5298  -0.404
H -0.6672 -2.6143 -1.3533  0.218
H 1.0306 -2.1517 -1.1848  0.198
H 0.0127 -1.3615 -2.3695  0.207
H -0.4156 -1.5147 0.6184  0.277
H -0.8731 -0.0878 -0.3860  0.176
H 2.0988 -0.6802 -0.4324  0.251
H 1.4758 -0.1800 1.1584  0.215
H 0.8323 1.5706 -1.2812  0.222
H 2.1489 1.8591 -0.2716  0.243
H -1.4116 3.1362 1.0586  0.248
H -0.2248 3.8246 -0.4222  0.245
H 0.4014 1.8734 1.5366  0.441
H -2.5871 -1.8062 1.5722  0.474
H -2.0986 -3.1451 0.9989  0.479
O -1.8458 -2.4610 1.6185  -0.935

Forces on atoms 1 to 6 (eV/Å):
3.4044 0.8854 0.3032
1.7647 -2.2066 0.4061
-2.5670 -0.8831 0.6016
-0.7618 -1.2529 -1.7307
2.2291 -0.8257 -2.5585
-1.5598 4.1034 2.8273

Entry 4:
Density functional theory data (wB97M-V/def2-TZVPD) for a 2-piece molecular cluster, C5H14NO overall.

The orbital gap (alpha / beta) is 8.81 / 5.09 eV. The calculation puts the LUMO energy (alpha / beta) at -10.444 / -14.158 eV. Its spin multiplicity is 2. The value obtained for the total energy is -8928.953 eV. The total charge is +2.

Each line ends with the natural charge from an NBO analysis.
Positions of all 21 atoms, in Å:
C 0.6403 -1.0497 0.6487  -0.222
C 1.7216 -0.4798 -0.2500  -0.433
C 1.8656 -1.2765 -1.5463  -0.605
N 0.5102 -0.1918 1.8904  -0.673
H -0.2964 -1.0276 0.0810  0.199
H 0.8577 -2.0641 0.9720  0.260
H 2.6826 -0.5060 0.2846  0.236
H 1.5560 0.5787 -0.5001  0.190
H 2.0912 -2.3153 -1.3006  0.236
H 0.9048 -1.2919 -2.0771  0.204
H 2.6426 -0.8952 -2.1969  0.261
H 1.4562 0.0614 2.1886  0.463
H -0.0103 0.6678 1.6395  0.418
H -0.0322 -0.6814 2.6060  0.460
O -1.1958 1.9783 0.9102  -0.058
C -1.5638 1.7249 -0.2123  0.465
C -2.9753 1.2871 -0.4762  -0.693
H -0.8548 1.8962 -1.0556  0.329
H -3.5040 0.9942 0.4442  0.297
H -3.0029 0.4280 -1.1503  0.318
H -3.4932 2.1627 -0.8998  0.347

Forces on atoms 1 to 6 (eV/Å):
0.1767 0.2924 -0.7586
0.9643 0.0724 -0.0467
-0.7405 -0.4735 0.3694
-0.6481 0.1333 -0.8287
-0.1881 -0.2019 0.5056
-0.0325 -0.0403 -0.0429

Entry 5:
Density functional theory data (wB97M-V/def2-TZVPD) for a 2-piece molecular cluster, C5H14NO2 overall.

The orbital gap is 6.84 eV. The calculation puts the LUMO energy at 3.791 eV. The value obtained for the total energy is -10995.297 eV. The total charge is -1.

Each line ends with the natural charge from an NBO analysis.
Positions of all 22 atoms, in Å:
C 0.6045 0.2798 -1.2546  0.019
O 1.5435 -0.0378 -2.1024  -0.943
C -0.8974 -0.3577 -1.5705  -0.451
C -1.5401 -0.9083 -0.2759  -0.435
C -1.9234 0.2417 0.6836  -0.232
C -0.1256 0.9739 2.2320  -0.413
N -1.5484 0.3999 2.0828  -0.626
H 0.9379 -0.2938 -0.3504  0.058
H 0.4317 1.3997 -1.1776  0.079
H -0.6946 -1.1877 -2.3421  0.206
H -1.6175 0.4143 -2.0379  0.162
H -2.3197 -1.6030 -0.4522  0.183
H -0.8674 -1.5537 0.2475  0.191
H -3.0056 0.2260 0.7498  0.172
H -1.6835 1.1149 0.1133  0.194
H -0.0776 1.8862 1.7378  0.193
H 0.8234 0.2086 1.9319  0.177
H 0.0645 1.2399 3.3365  0.175
H -1.5677 -0.5424 2.5530  0.341
H 2.3458 -0.4390 0.3176  0.450
H 2.9899 -0.4290 -1.0279  0.516
O 3.2529 -0.5393 -0.0309  -1.016

Forces on atoms 1 to 6 (eV/Å):
-1.4034 -0.8874 -0.2093
1.2377 -0.0541 -2.1071
0.4581 -0.1679 -0.6401
1.3292 0.6667 0.2000
-1.6414 -0.3998 -0.5389
0.8793 -3.7861 2.3668

Entry 6:
Density functional theory data (wB97M-V/def2-TZVPD) for a 2-piece molecular cluster, C5H14NO2 overall.

The orbital gap is 6.22 eV. The calculation puts the LUMO energy at 3.550 eV. The value obtained for the total energy is -10994.930 eV. The total charge is -1.

Each line ends with the natural charge from an NBO analysis.
Positions of all 22 atoms, in Å:
C 1.1103 0.8282 -2.3329  -0.618
C 0.4106 -0.3287 -1.7158  -0.216
N -0.1033 -0.0917 -0.3743  -0.447
C 1.0835 0.2096 0.4430  -0.432
C -0.8224 -1.2136 0.2047  -0.303
C -2.1348 -0.4955 0.8994  0.009
O -1.8334 -0.2926 2.1580  -0.931
H 1.3663 0.6864 -3.4731  0.201
H 2.2412 0.7412 -2.0275  0.189
H 0.7054 1.7985 -2.0705  0.216
H -0.4916 -0.5595 -2.3615  0.183
H 1.1646 -1.2134 -1.8973  0.132
H 1.8243 -0.5264 0.2181  0.156
H 0.6818 0.1386 1.4888  0.233
H 1.4766 1.2893 0.3237  0.177
H -1.2118 -1.9196 -0.4891  0.164
H -0.3236 -1.8268 0.9663  0.183
H -3.0111 -1.1797 0.7212  0.069
H -2.1476 0.4930 0.4539  0.121
H 0.4474 1.8406 2.8710  0.430
H -0.4245 0.4879 2.6075  0.505
O -0.0079 1.1344 3.3865  -1.021

Forces on atoms 1 to 6 (eV/Å):
4.1531 -0.1730 -1.6033
-1.5403 -1.8985 -1.8239
2.8246 -0.2936 -1.1555
-1.7179 1.9585 1.6061
-2.5384 1.1122 0.5198
2.1803 -1.5669 -0.2433

Entry 7:
Density functional theory data (wB97M-V/def2-TZVPD) for a 3-piece molecular cluster, C5H14NO2 overall.

The orbital gap is 5.53 eV. The calculation puts the LUMO energy at 1.527 eV. The value obtained for the total energy is -10991.356 eV. The total charge is -1.

Each line ends with the natural charge from an NBO analysis.
Positions of all 22 atoms, in Å:
C -1.3305 -0.4279 1.7319  -0.658
O -2.9559 0.7084 -0.1636  -0.614
C -0.0863 0.0980 1.0722  -0.029
C -0.5052 0.3302 -0.4921  0.120
C -0.2847 -0.8444 -1.4004  -0.684
C 0.3142 1.5066 -0.9704  -0.668
N 1.0982 -0.6636 1.2805  -0.849
H -1.9644 -0.0034 0.9684  0.268
H -1.3094 -1.5189 1.7061  0.174
H 0.0211 1.1360 1.4171  0.170
H -1.6488 0.5505 -0.3023  0.226
H -0.8401 -1.7444 -1.1886  0.210
H -0.4368 -0.5434 -2.4261  0.208
H 0.7659 -1.0806 -1.3734  0.308
H 0.1890 1.8485 -1.9794  0.205
H 1.3460 1.2572 -0.7250  0.304
H 0.0624 2.3702 -0.3432  0.201
H -1.6127 -0.0706 2.7190  0.194
H 1.8688 -0.5299 0.4940  0.442
H 3.6763 -0.1761 -0.5011  0.421
H 0.8122 -1.6357 1.1559  0.326
O 2.8207 -0.5666 -0.6794  -1.275

Forces on atoms 1 to 6 (eV/Å):
0.4729 -0.4519 -0.2099
2.3929 0.2641 -1.4567
-0.6288 0.8540 0.5214
3.8168 -0.7077 0.0252
-0.5947 0.2598 -0.2330
-1.2685 0.9512 1.1316

Entry 8:
Density functional theory data (wB97M-V/def2-TZVPD) for a 2-piece molecular cluster, C5H14NO2 overall.

The orbital gap is 7.14 eV. The calculation puts the LUMO energy at 3.921 eV. The value obtained for the total energy is -10995.167 eV. The total charge is -1.

Each line ends with the natural charge from an NBO analysis.
Positions of all 22 atoms, in Å:
C 1.5219 0.4105 -0.2722  -0.681
C 0.3625 0.7052 -1.2087  -0.025
C -0.9953 1.2480 -0.5201  -0.393
C -1.5647 0.0017 0.2348  -0.484
C -0.9935 -0.0213 1.6935  -0.061
O -0.0288 -0.9975 2.0296  -0.946
N 0.7237 1.8312 -2.2050  -0.854
H 1.1348 -0.1764 0.5679  0.296
H 2.4044 -0.0818 -0.6901  0.194
H 1.8910 1.3793 0.2727  0.188
H -0.0189 -0.2797 -1.6740  0.178
H -0.8540 2.1609 0.0001  0.202
H -1.6395 1.5762 -1.3812  0.173
H -1.1506 -0.8997 -0.3309  0.221
H -2.6079 -0.2159 0.2669  0.193
H -0.1978 0.7952 1.8160  0.162
H -1.9632 -0.1292 2.4505  0.104
H 0.1741 1.8385 -2.9497  0.333
H 1.7070 1.6996 -2.5320  0.338
H 1.3695 -2.6270 0.0652  0.420
H 0.2805 -1.9934 1.0538  0.499
O 0.5811 -2.7437 0.3374  -1.056

Forces on atoms 1 to 6 (eV/Å):
0.0469 1.9873 1.6160
-1.4666 1.4177 -1.0804
0.0123 -2.4025 -2.1175
2.1367 -0.4699 -0.0023
1.2465 -0.9221 1.5889
-1.1837 -1.0174 -0.6026

Entry 9:
Density functional theory data (wB97M-V/def2-TZVPD) for a 2-piece molecular cluster, C5H14NO2 overall.

The orbital gap is 7.16 eV. The calculation puts the LUMO energy at 3.909 eV. The value obtained for the total energy is -10996.473 eV. The total charge is -1.

Each line ends with the natural charge from an NBO analysis.
Positions of all 22 atoms, in Å:
C 1.6675 -0.9438 -1.0204  -0.421
N 0.6942 -1.2970 0.0261  -0.670
C 1.8370 1.4781 1.7923  -0.613
C 0.7329 1.1694 0.7760  -0.430
C 0.1514 -0.2634 0.9031  -0.069
C -1.4065 -0.1117 0.7274  -0.025
O -1.7220 0.6829 -0.3370  -0.917
H 1.0507 -0.9603 -1.9451  0.207
H 2.4315 -1.7305 -1.1510  0.158
H 2.2217 0.0273 -0.8635  0.188
H -0.0155 -1.8965 -0.3857  0.371
H 2.3189 2.4235 1.8242  0.191
H 1.4508 1.2049 2.8162  0.190
H 2.5612 0.6713 1.7003  0.192
H -0.1034 1.8906 0.9178  0.228
H 1.0067 1.5080 -0.2355  0.214
H 0.2039 -0.7376 1.9324  0.146
H -1.7244 -1.1633 0.5668  0.107
H -1.8398 0.3336 1.6513  0.111
H -2.1360 -0.1479 -3.0861  0.432
H -1.8231 -0.0665 -1.4761  0.494
O -1.8363 -0.6969 -2.3586  -1.085

Forces on atoms 1 to 6 (eV/Å):
-0.6802 -0.1487 -0.5489
1.3780 0.0918 -0.1897
-0.8431 -2.7282 1.2118
-0.5430 1.3131 0.4780
-1.3400 -0.0398 0.7745
0.7565 0.4082 -1.1860

Entry 10:
Density functional theory data (wB97M-V/def2-TZVPD) for a 2-piece molecular cluster, C5H14NO2 overall.

The orbital gap is 6.15 eV. The calculation puts the LUMO energy at 3.659 eV. The value obtained for the total energy is -10996.080 eV. The total charge is -1.

Each line ends with the natural charge from an NBO analysis.
Positions of all 22 atoms, in Å:
C 1.4193 -0.9273 -1.7694  -0.022
O 0.7989 -1.0646 -2.9168  -0.951
C 0.4398 -0.8765 -0.4650  -0.086
C -0.6330 0.1281 -0.6962  -0.260
C -0.2630 1.6382 -0.4875  -0.646
C -1.7922 -0.1983 0.2995  -0.595
N 1.0696 -0.5979 0.8600  -0.882
H 2.0096 -1.7841 -1.5289  0.069
H 2.0121 -0.0525 -1.8829  0.091
H 0.0011 -1.8924 -0.4051  0.171
H -0.8647 0.0829 -1.7742  0.262
H -0.9806 2.3039 -0.9729  0.201
H -0.0624 1.9131 0.5765  0.206
H 0.6400 1.7192 -1.1732  0.221
H -2.3612 -1.1696 0.0817  0.197
H -2.4842 0.7433 0.2036  0.181
H -1.5408 -0.2715 1.3265  0.180
H 1.4637 0.3692 0.9001  0.366
H 1.7629 -1.2297 1.1229  0.359
H 0.2106 -0.0833 2.4107  0.496
H -0.8929 0.5568 3.1614  0.447
O 0.0473 0.6931 3.1293  -1.004

Forces on atoms 1 to 6 (eV/Å):
-1.6472 -0.3289 0.8119
-1.5922 -0.4851 -1.3244
1.7586 0.2159 -0.6553
-1.5479 0.7651 1.3013
1.8018 -1.1013 -1.0387
-2.5228 1.1170 -2.5194

Energy relative to the best compared isomer or geometry (same formula, charge and spin) across the listed records, respectively: 56.8 119.6 82.9 34.2 53.3 61.7 144.1 56.2 26.1 35.2 kcal per mole.
Maximum force across the listed records, respectively: 3.37 3.12 5.22 1.34 4.55 4.46 3.88 9.63 3.10 3.74 eV/A.